{"formula": "C12H18AsS8SbTc", "method": "ωB97M-V/def2-TZVPD", "gap_ev": 6.495, "total_charge": 1, "de_lowest_ev": 1.499, "e_tot_ev": -168989.4484, "symbols": ["Tc", "C", "C", "C", "C", "C", "C", "C", "C", "C", "C", "C", "C", "H", "H", "H", "H", "H", "H", "H", "H", "H", "H", "H", "H", "H", "H", "H", "H", "H", "H", "S", "Sb", "S", "S", "S", "S", "As", "S", "S", "S"], "xyz": [[0.0369, -0.9508, -0.0175], [3.0519, 0.3019, -0.6409], [1.6197, 0.7309, -0.4494], [1.1236, 0.9709, 0.8655], [2.0871, 1.0375, 2.0239], [-0.2425, 1.3333, 1.0553], [-0.7047, 1.7120, 2.4319], [-1.1112, 1.3421, -0.0537], [-2.5848, 1.5829, 0.1242], [-0.5802, 1.2276, -1.3688], [-1.5136, 1.3848, -2.5378], [0.7946, 1.0141, -1.5686], [1.3698, 1.0071, -2.9536], [3.7088, 1.1597, -0.8048], [3.1403, -0.3636, -1.4962], [3.4049, -0.2456, 0.2283], [1.7705, 1.7887, 2.7417], [3.0841, 1.3037, 1.6853], [2.1403, 0.0820, 2.5512], [-0.4717, 0.9340, 3.1575], [-1.7693, 1.9104, 2.4708], [-0.1927, 2.6247, 2.7424], [-2.7964, 2.6551, 0.1309], [-2.9483, 1.1607, 1.0565], [-3.1630, 1.1409, -0.6819], [-2.0495, 2.3324, -2.4806], [-2.2520, 0.5809, -2.5467], [-0.9900, 1.3466, -3.4858], [1.0307, 0.1288, -3.5089], [2.4541, 0.9987, -2.9391], [1.0514, 1.8933, -3.5006], [-1.0220, -1.7267, 4.6064], [-0.0337, -3.4641, 5.5984], [-0.0196, -4.0669, 1.9771], [0.8542, -2.2395, 1.5821], [0.9258, -4.7232, 3.6434], [-2.6258, -3.8974, -3.8287], [-2.7673, -5.2716, -2.3530], [0.0631, -2.2689, -1.9733], [-1.7401, -2.2696, -1.0637], [-2.1334, -4.1977, -0.4190]], "atomic_forces_ev_per_a": [[0.0, 0.7, 0.0], [0.0, 0.1, 0.0], [0.2, -0.2, 0.1], [0.1, -0.1, -0.1], [-0.1, -0.2, 0.0], [0.2, -0.6, 0.0], [-0.1, -0.1, 0.0], [0.0, -0.5, 0.1], [0.0, 0.0, 0.0], [-0.1, -0.3, 0.1], [0.0, -0.1, 0.0], [-0.1, -0.4, 0.2], [0.0, -0.1, 0.0], [0.0, 0.0, 0.0], [0.0, 0.0, 0.0], [0.0, 0.0, 0.0], [0.0, 0.0, 0.0], [0.0, 0.0, 0.0], [0.1, 0.0, 0.0], [0.0, 0.0, 0.0], [0.0, 0.0, 0.0], [0.0, 0.0, 0.0], [0.0, 0.0, 0.0], [0.0, 0.0, 0.0], [0.0, 0.0, 0.0], [0.0, 0.0, 0.0], [0.0, 0.0, 0.0], [0.0, 0.0, 0.0], [0.0, 0.0, 0.0], [0.0, 0.0, 0.0], [0.0, 0.0, 0.0], [0.3, -0.7, 0.4], [-0.2, 0.5, -0.9], [-0.3, 0.1, -0.2], [-0.3, 1.1, -0.6], [0.1, 0.2, 0.6], [0.0, -0.3, 0.2], [0.1, 0.5, -0.1], [0.2, 0.3, 0.3], [-0.1, 0.2, 0.0], [0.0, 0.0, -0.1]], "nbo_charge": [0.03, -0.65, -0.02, 0.00, -0.65, 0.04, -0.65, 0.03, -0.65, -0.01, -0.65, 0.09, -0.67, 0.24, 0.24, 0.24, 0.24, 0.24, 0.25, 0.25, 0.24, 0.24, 0.24, 0.24, 0.24, 0.24, 0.24, 0.24, 0.25, 0.24, 0.24, -0.64, 1.00, 0.03, 0.11, -0.32, -0.41, 0.73, -0.07, 0.21, -0.24]}